{
  "formula": "C64H139AsF6N6O2",
  "method": "ωB97M-V/def2-TZVPD",
  "charge": 4,
  "orbital_gap_ev": 8.1,
  "e_homo_ev": -14.34,
  "multiplicity": 1,
  "e_tot_ha": -5834.79550,
  "species": ["C", "C", "C", "C", "N", "C", "C", "C", "C", "C", "H", "H", "H", "H", "H", "H", "H", "H", "H", "H", "H", "H", "H", "H", "H", "H", "H", "H", "H", "H", "C", "C", "C", "C", "N", "C", "C", "C", "C", "C", "H", "H", "H", "H", "H", "H", "H", "H", "H", "H", "H", "H", "H", "H", "H", "H", "H", "H", "H", "H", "C", "C", "C", "C", "N", "C", "C", "C", "C", "C", "C", "C", "H", "H", "H", "H", "H", "H", "H", "H", "H", "H", "H", "H", "H", "H", "H", "H", "H", "H", "H", "H", "H", "H", "H", "H", "C", "C", "C", "C", "N", "C", "C", "C", "C", "C", "C", "C", "H", "H", "H", "H", "H", "H", "H", "H", "H", "H", "H", "H", "H", "H", "H", "H", "H", "H", "H", "H", "H", "H", "H", "H", "C", "C", "C", "C", "N", "C", "C", "C", "C", "C", "C", "C", "H", "H", "H", "H", "H", "H", "H", "H", "H", "H", "H", "H", "H", "H", "H", "H", "H", "H", "H", "H", "H", "H", "H", "H", "C", "C", "C", "C", "N", "C", "C", "C", "C", "C", "C", "C", "H", "H", "H", "H", "H", "H", "H", "H", "H", "H", "H", "H", "H", "H", "H", "H", "H", "H", "H", "H", "H", "H", "H", "H", "C", "C", "O", "O", "H", "H", "H", "As", "F", "F", "F", "F", "F", "F"],
  "positions_angstrom": [[-4.69662, -1.19638, 3.35499], [-3.58489, -2.01576, 2.66072], [-3.17341, -3.23087, 3.50913], [-1.88652, -3.85939, 2.91794], [-1.51711, -5.15154, 3.63097], [-0.07735, -5.53332, 3.25652], [-0.17291, -6.99366, 2.99045], [-1.54962, -7.12150, 2.28932], [-2.40432, -6.28757, 3.14996], [-1.54344, -5.05086, 5.11158], [-5.58972, -1.81549, 3.63127], [-4.90394, -0.44006, 2.62313], [-4.39455, -0.63689, 4.23529], [-2.75668, -1.35726, 2.30554], [-3.86639, -2.44440, 1.73030], [-4.07086, -3.93384, 3.52328], [-3.14168, -2.91616, 4.53588], [-1.01974, -3.18934, 3.10854], [-1.84295, -4.03738, 1.84196], [0.51437, -5.21823, 4.12643], [0.10847, -5.01486, 2.31725], [-0.24315, -7.49742, 3.96186], [0.66978, -7.47283, 2.49421], [-1.96163, -8.10827, 2.15059], [-1.44623, -6.80051, 1.25984], [-2.79179, -6.75467, 4.02702], [-3.24848, -5.80157, 2.63881], [-1.09666, -5.98050, 5.50203], [-2.63788, -5.01442, 5.42998], [-1.02692, -4.18408, 5.43195], [-0.16326, 3.36520, 5.00280], [0.89153, 3.75577, 5.98157], [2.32384, 3.31391, 5.59847], [2.42199, 1.79022, 5.46296], [3.83867, 1.29204, 5.20135], [3.91117, -0.16321, 5.51403], [5.38899, -0.45202, 5.58214], [5.96969, 0.85418, 6.18864], [4.91943, 1.91857, 6.06736], [4.19340, 1.49779, 3.77460], [-0.10658, 2.27006, 4.70491], [-0.18540, 3.90313, 4.02018], [-1.15357, 3.39277, 5.38817], [0.67172, 3.24356, 6.93058], [0.91502, 4.79090, 6.28609], [2.94201, 3.50011, 6.50510], [2.75324, 3.91543, 4.83481], [1.80359, 1.28164, 4.73321], [2.15205, 1.37223, 6.43554], [3.45943, -0.69499, 4.69148], [3.39810, -0.30581, 6.46082], [5.92682, -0.55691, 4.61423], [5.58152, -1.40663, 6.12745], [6.88672, 1.19841, 5.70367], [6.11498, 0.61615, 7.25275], [5.26524, 2.86442, 5.63650], [4.37723, 2.16576, 7.03556], [5.21385, 1.12370, 3.56826], [4.11949, 2.54488, 3.52686], [3.39127, 0.98612, 3.20434], [8.47246, -4.82224, -6.36247], [7.71010, -4.38732, -5.12460], [7.34197, -5.61785, -4.34202], [6.60838, -5.22702, -3.06698], [6.23654, -6.35464, -2.15668], [5.25612, -7.19939, -2.83554], [3.94240, -6.47973, -2.74882], [4.11773, -5.58387, -1.51728], [5.50042, -5.82052, -1.02605], [7.40702, -7.26364, -1.72100], [8.63625, -6.48206, -1.24564], [9.74210, -7.47678, -0.89004], [8.48419, -4.11836, -7.14037], [7.94566, -5.68486, -6.76758], [9.43872, -5.26408, -6.05947], [6.79505, -3.74836, -5.31331], [8.27144, -3.68352, -4.46005], [8.25729, -6.23584, -4.16901], [6.70568, -6.14719, -5.07920], [5.69496, -4.72424, -3.31059], [7.18551, -4.49154, -2.51427], [5.28035, -8.23147, -2.38343], [5.53620, -7.26290, -3.89826], [3.10352, -7.19687, -2.78279], [3.83478, -5.88265, -3.67881], [3.37378, -5.62654, -0.70518], [4.07723, -4.54945, -1.89981], [5.72062, -6.45481, -0.12167], [5.98135, -4.87074, -0.74803], [7.65295, -7.85642, -2.57612], [7.02411, -7.93553, -0.94439], [8.35151, -5.86130, -0.34137], [8.97130, -5.74542, -1.94137], [9.86646, -8.30125, -1.61392], [9.63315, -7.74973, 0.13519], [10.70922, -6.97133, -0.91737], [3.19786, 6.25787, -5.48327], [3.79856, 5.72143, -4.17770], [2.83403, 5.03368, -3.19237], [3.67565, 4.41245, -2.08137], [2.98085, 3.63655, -1.03886], [4.06045, 3.06914, -0.08011], [4.67826, 1.94432, -0.93309], [3.52457, 1.34231, -1.75397], [2.41568, 2.38821, -1.65015], [1.91870, 4.47801, -0.29224], [2.48536, 5.78518, 0.23966], [1.52282, 6.41924, 1.24022], [2.71205, 5.47196, -6.14028], [3.98709, 6.69467, -6.13827], [2.52840, 7.07322, -5.29195], [4.31943, 6.57533, -3.70644], [4.64619, 5.02430, -4.37355], [2.41939, 4.19650, -3.73243], [2.03933, 5.69300, -2.85568], [4.26499, 5.17830, -1.55637], [4.45733, 3.74447, -2.47044], [3.48961, 2.62334, 0.76985], [4.72782, 3.79409, 0.36907], [5.17781, 1.28874, -0.21848], [5.51076, 2.34198, -1.41916], [3.20469, 0.44928, -1.22569], [3.77843, 1.01986, -2.76033], [1.57292, 2.04299, -1.03836], [2.05400, 2.73815, -2.62598], [1.52706, 3.70179, 0.37710], [1.13145, 4.58302, -1.04772], [2.74831, 6.50959, -0.53979], [3.38483, 5.49483, 0.79033], [1.13422, 5.78192, 2.01829], [0.65414, 6.69499, 0.63282], [2.01150, 7.28625, 1.72450], [-6.94553, -3.42793, -8.05843], [-7.01436, -2.32701, -7.01764], [-5.86882, -2.48974, -6.03603], [-5.42806, -1.12814, -5.45728], [-4.55749, -1.23332, -4.18041], [-5.29337, -1.61439, -2.92112], [-4.46644, -1.02173, -1.72646], [-3.67657, 0.18389, -2.38405], [-4.13448, 0.19188, -3.82138], [-3.30436, -2.11458, -4.26494], [-2.31948, -1.60544, -5.31671], [-1.20703, -2.57510, -5.58591], [-7.67024, -3.33686, -8.88369], [-7.07683, -4.36015, -7.46337], [-5.96630, -3.47936, -8.54949], [-8.01273, -2.25602, -6.54852], [-6.98073, -1.35109, -7.50315], [-4.95569, -3.00333, -6.48271], [-6.17728, -3.16347, -5.19892], [-6.25055, -0.38783, -5.23745], [-4.76799, -0.62238, -6.18592], [-5.55979, -2.64929, -2.91185], [-6.31105, -1.24071, -2.93478], [-3.73627, -1.75189, -1.32736], [-5.02362, -0.70255, -0.83138], [-2.60905, 0.05852, -2.15440], [-3.99784, 1.09117, -1.88842], [-3.46569, 0.53695, -4.59053], [-5.07236, 0.72490, -3.83254], [-3.70187, -3.08318, -4.60059], [-2.84316, -2.26588, -3.27250], [-1.90178, -0.63912, -4.95357], [-2.92667, -1.37544, -6.17850], [-1.65198, -3.55487, -5.80336], [-0.62985, -2.77282, -4.69167], [-0.56169, -2.20010, -6.36539], [-3.93578, 8.47449, -0.88465], [-5.26623, 7.70869, -0.74803], [-5.41799, 7.15132, 0.71563], [-6.49913, 6.12164, 0.81250], [-7.02917, 5.76589, 2.19950], [-8.05305, 4.62380, 1.99337], [-8.81503, 4.50164, 3.30361], [-8.78144, 6.00248, 3.77235], [-7.91877, 6.78199, 2.81207], [-5.88200, 5.40104, 3.11758], [-4.95457, 4.19614, 2.68748], [-5.14599, 2.94504, 3.52013], [-4.08630, 9.50577, -0.49287], [-3.69885, 8.65520, -1.88368], [-3.11251, 8.00681, -0.34376], [-5.29773, 6.86898, -1.48085], [-6.07804, 8.38178, -0.98541], [-5.69998, 8.03026, 1.28275], [-4.47334, 6.72863, 1.06723], [-6.06627, 5.23119, 0.32471], [-7.34916, 6.42521, 0.22150], [-7.54906, 3.78992, 1.57493], [-8.76546, 5.05790, 1.19030], [-8.30755, 3.81648, 3.98805], [-9.91104, 4.19113, 3.20560], [-8.47891, 6.17225, 4.78871], [-9.78158, 6.41044, 3.76026], [-7.29015, 7.55865, 3.23332], [-8.38046, 7.22319, 1.93750], [-6.37636, 5.09623, 4.06831], [-5.29740, 6.30121, 3.29796], [-3.93618, 4.55256, 2.71644], [-5.04603, 3.96294, 1.61861], [-5.04109, 3.12901, 4.54939], [-4.49155, 2.13066, 3.19068], [-6.18002, 2.61060, 3.37859], [-0.78960, 1.58705, 2.04371], [0.65801, 1.18056, 2.14910], [0.91914, 0.50068, 3.14663], [1.48011, 1.67556, 1.39474], [-1.21178, 1.39140, 3.06999], [-1.40110, 0.95217, 1.38824], [-0.88215, 2.65589, 1.75470], [0.09554, -2.27715, -1.01053], [-0.26471, -0.91063, -2.04265], [-1.25952, -1.68896, 0.08275], [0.37108, -3.68344, -0.02136], [1.29806, -2.78421, -2.14019], [1.30725, -1.42814, -0.14041], [-1.16959, -3.23541, -1.87476]]
}